Entry 1:
Here is a structure of composition C40H45CoN3O5P2SSi2 in a non-equilibrium geometry from the Open Molecules 2025 dataset. Energies are from wB97M-V/def2-TZVPD.

Last column: Mulliken charge in e.
Positions of all 99 atoms, in Å:
Co: 0.156 -1.101 -0.132  -1.140
C: -1.521 -1.602 -3.971  -1.563
Si: -2.174 -1.998 -2.156  1.531
C: -4.038 -1.612 -2.490  -1.547
C: -1.359 -3.751 -2.141  -1.325
N: -1.185 -0.756 -1.319  0.676
P: -1.197 0.851 -1.156  3.483
C: -0.081 1.795 -0.192  -1.851
P: 0.910 1.100 1.076  3.313
N: 1.230 -0.466 1.262  0.842
Si: 2.206 -1.433 2.387  1.406
C: 2.440 -3.276 1.915  -1.399
C: 3.997 -0.835 1.840  -1.652
C: 2.395 -0.923 4.234  -1.346
C: 2.461 2.075 1.026  0.054
C: 3.089 2.274 -0.196  -0.096
C: 4.320 2.901 -0.254  -1.000
C: 4.920 3.357 0.909  -0.619
C: 4.288 3.182 2.128  -0.631
C: 3.068 2.533 2.191  -0.608
C: 0.078 1.808 2.542  0.441
C: -0.421 1.021 3.567  -0.193
C: -1.124 1.616 4.603  -1.076
C: -1.337 2.985 4.610  -0.518
C: -0.852 3.769 3.573  -0.845
C: -0.150 3.180 2.541  -0.682
C: -2.798 1.331 -0.405  0.556
C: -3.190 0.609 0.716  -0.035
C: -4.376 0.896 1.361  -1.158
C: -5.174 1.932 0.902  -0.762
C: -4.767 2.687 -0.185  -0.712
C: -3.580 2.394 -0.836  -0.753
C: -1.168 1.693 -2.769  -0.064
C: -0.009 2.362 -3.138  -0.843
C: 0.093 2.946 -4.387  -0.537
C: -0.972 2.878 -5.269  -0.714
C: -2.134 2.220 -4.901  -0.627
C: -2.233 1.618 -3.659  -0.533
H: -1.906 -2.354 -4.654  0.487
H: -0.438 -1.644 -3.999  0.228
H: -1.814 -0.633 -4.358  0.381
H: -4.628 -2.512 -2.370  0.489
H: -4.196 -1.242 -3.497  0.323
H: -4.422 -0.879 -1.788  0.306
H: -1.468 -4.265 -3.090  0.473
H: -1.753 -4.391 -1.359  0.255
H: -0.297 -3.615 -1.954  0.198
H: 1.895 -3.496 1.003  0.174
H: 2.069 -3.932 2.692  0.394
H: 3.484 -3.508 1.745  0.357
H: 4.181 -1.061 0.797  0.345
H: 4.750 -1.380 2.403  0.505
H: 4.187 0.224 1.988  0.316
H: 1.501 -1.068 4.827  0.239
H: 2.713 0.110 4.331  0.283
H: 3.179 -1.539 4.663  0.492
H: 2.605 1.915 -1.093  0.014
H: 4.821 3.029 -1.203  0.441
H: 5.884 3.842 0.863  0.370
H: 4.759 3.541 3.032  0.398
H: 2.582 2.374 3.144  0.323
H: -0.244 -0.041 3.542  0.266
H: -1.499 1.003 5.410  0.470
H: -1.889 3.445 5.417  0.398
H: -1.023 4.838 3.573  0.424
H: 0.228 3.767 1.714  0.422
H: -2.551 -0.187 1.070  -0.149
H: -4.682 0.307 2.213  0.535
H: -6.109 2.158 1.396  0.408
H: -5.383 3.506 -0.534  0.419
H: -3.263 2.991 -1.680  0.448
H: 0.801 2.415 -2.425  0.221
H: 1.004 3.452 -4.676  0.426
H: -0.896 3.339 -6.243  0.377
H: -2.963 2.167 -5.592  0.419
H: -3.129 1.090 -3.365  0.564
C: 3.709 -0.849 -1.951  -1.031
S: 1.920 -1.129 -2.103  1.810
O: 1.549 -2.330 -1.346  -0.861
O: 1.693 -1.192 -3.522  -0.788
O: 1.324 0.052 -1.443  -0.634
H: 4.238 -1.761 -2.192  0.430
H: 3.921 -0.519 -0.943  0.055
H: 3.930 -0.072 -2.670  0.381
O: -2.851 -2.435 -0.390  -0.947
C: -2.239 -2.570 0.717  -0.092
N: -0.971 -2.131 1.029  1.346
C: -0.724 -2.422 2.355  -0.846
O: 0.308 -2.114 3.017  -0.842
C: -1.874 -3.076 2.917  0.087
C: -2.176 -3.565 4.186  -0.285
C: -3.425 -4.108 4.399  -0.645
C: -4.377 -4.179 3.367  -0.738
C: -4.093 -3.714 2.104  -0.294
C: -2.836 -3.157 1.875  0.148
H: -1.443 -3.524 4.978  0.529
H: -3.695 -4.485 5.377  0.389
H: -5.345 -4.611 3.582  0.399
H: -4.815 -3.760 1.303  0.517

Atoms 1-2, force components in eV/Å:
Co -0.115 -0.265 0.099
C -0.125 0.066 0.745

Properties
ΔE to the lowest compared entry with this formula, charge and spin: 488.3 kJ/mol
E_HOMO (alpha / beta): -3.07 / -5.49 eV
lowest unoccupied orbital energy (alpha / beta): 1.305 / 1.528 eV
multiplicity: 5
E_tot: -139716.8103 eV
net charge: -1
orbital gap (alpha / beta): 4.4 / 7.0 eV



Entry 2:
Here is a structure of composition C40H45NO2P4RuS2 from the Open Molecules 2025 dataset. Energies are from wB97M-V/def2-TZVPD.

Last column: Mulliken charge in e.
Positions of all 95 atoms, in Å:
Ru: -0.054 -1.060 0.453  0.347
S: 0.460 -0.334 2.752  -0.596
P: 0.013 1.419 1.806  1.512
C: 0.340 1.115 0.190  -1.838
P: 1.933 1.061 -0.388  1.514
S: 2.422 -0.863 -0.031  -0.952
C: 2.014 1.431 -2.159  0.003
C: 2.801 0.687 -3.028  -0.311
C: 2.834 1.000 -4.379  -0.801
C: 2.091 2.066 -4.862  -0.519
C: 1.305 2.817 -3.995  -0.851
C: 1.258 2.494 -2.650  0.204
C: 3.159 2.150 0.362  0.926
C: 3.616 3.317 -0.246  -0.307
C: 4.486 4.156 0.430  -0.884
C: 4.912 3.832 1.709  -0.575
C: 4.472 2.665 2.317  -0.746
C: 3.601 1.826 1.647  -0.532
C: 0.754 2.860 2.600  1.034
C: 1.028 2.828 3.961  -0.509
C: 1.562 3.943 4.585  -0.840
C: 1.822 5.092 3.852  -0.597
C: 1.544 5.129 2.492  -0.775
C: 1.011 4.015 1.868  -0.063
C: -1.767 1.759 1.984  0.713
C: -2.594 0.988 2.781  -0.286
C: -3.953 1.258 2.859  -0.629
C: -4.491 2.310 2.135  -0.575
C: -3.663 3.100 1.349  -0.727
C: -2.309 2.831 1.279  -0.415
H: 3.386 -0.140 -2.646  0.402
H: 3.446 0.417 -5.052  0.462
H: 2.127 2.317 -5.913  0.423
H: 0.729 3.652 -4.370  0.434
H: 0.615 3.050 -1.976  0.282
H: 3.298 3.577 -1.246  0.360
H: 4.838 5.059 -0.045  0.450
H: 5.593 4.487 2.231  0.431
H: 4.804 2.412 3.312  0.458
H: 3.244 0.920 2.124  0.222
H: 0.838 1.927 4.531  0.394
H: 1.777 3.915 5.643  0.453
H: 2.242 5.959 4.341  0.427
H: 1.750 6.020 1.919  0.460
H: 0.806 4.041 0.804  0.198
H: -2.152 0.194 3.366  0.531
H: -4.590 0.655 3.492  0.460
H: -5.547 2.524 2.192  0.411
H: -4.076 3.928 0.793  0.444
H: -1.674 3.448 0.654  0.230
C: -3.421 -2.059 0.998  -1.556
P: -1.696 -2.453 1.398  1.694
C: -1.747 -2.675 3.206  -1.546
C: -1.547 -4.183 0.853  0.160
C: -2.532 -5.145 1.077  -0.923
C: -2.322 -6.447 0.670  -0.832
C: -1.122 -6.804 0.054  -0.871
C: -0.138 -5.857 -0.153  -1.080
C: -0.353 -4.535 0.239  0.114
P: 0.881 -3.190 0.092  1.801
C: 2.108 -3.757 1.316  -1.275
C: 1.621 -3.569 -1.528  -1.425
H: -4.079 -2.692 1.598  0.594
H: -3.604 -2.237 -0.058  0.340
H: -3.623 -1.015 1.214  0.191
H: -2.250 -3.617 3.433  0.598
H: -2.298 -1.866 3.678  0.349
H: -0.739 -2.687 3.619  0.322
H: -3.462 -4.881 1.563  0.365
H: -3.087 -7.190 0.832  0.449
H: -0.958 -7.824 -0.256  0.436
H: 0.791 -6.156 -0.620  0.342
H: 2.270 -4.829 1.187  0.543
H: 1.701 -3.570 2.312  0.311
H: 3.063 -3.236 1.227  0.472
H: 2.020 -4.584 -1.516  0.559
H: 2.427 -2.871 -1.750  0.512
H: 0.858 -3.501 -2.301  0.313
O: -2.958 1.035 -2.014  -0.515
C: -2.031 0.164 -1.691  -0.583
O: -1.961 -0.280 -0.557  0.031
C: -1.109 -0.232 -2.825  3.085
N: -1.582 0.416 -4.051  -0.583
C: -2.178 -0.614 -4.931  -0.818
C: -2.348 -1.843 -4.036  -0.902
C: -1.156 -1.735 -3.094  -0.004
H: -0.119 0.131 -2.529  -1.729
H: -0.828 0.916 -4.507  0.283
H: -2.794 1.218 -2.988  0.475
H: -1.505 -0.835 -5.765  0.319
H: -3.124 -0.264 -5.345  0.404
H: -2.366 -2.770 -4.604  0.489
H: -3.283 -1.777 -3.475  0.262
H: -0.241 -2.018 -3.617  0.411
H: -1.241 -2.339 -2.183  -0.438

Atoms 1-2, force components in eV/Å:
Ru 0.623 -0.032 -0.344
S 0.000 0.078 -0.028

Properties
ΔE to the lowest compared entry with this formula, charge and spin: 159.7 kJ/mol
E_HOMO (alpha / beta): -9.87 / -9.94 eV
lowest unoccupied orbital energy (alpha / beta): -2.513 / -2.792 eV
multiplicity: 2
E_tot: -109201.3684 eV
net charge: +1
orbital gap (alpha / beta): 7.4 / 7.2 eV



Number 1 is which compound?
C40H45CoN3O5P2SSi2



The highest ΔE to the lowest compared entry with this formula, charge and spin belongs to which entry?
C40H45CoN3O5P2SSi2



What is the formula in the second record?
C40H45NO2P4RuS2



Which value of E_tot does entry 1 give?
-139716.8103 eV